one.
This record from OMol25 describes 34 unconnected molecules or ions with the total composition H68O34. The level of theory is the ωB97M-V functional and the def2-TZVPD basis.

Geometry as XYZ:
```
102
H68O34 the ωB97M-V functional and the def2-TZVPD basis
O -2.0509 -2.0108 -2.2353
H -1.4383 -2.1911 -2.9484
H -1.5343 -1.5250 -1.5923
O -5.3151 -1.2163 -2.9514
H -4.5249 -1.1039 -2.4230
H -4.9906 -1.3752 -3.8377
O 3.1761 -0.7521 2.4037
H 4.0454 -0.7325 2.8038
H 3.2204 -0.1030 1.7016
O -1.2598 0.0325 -4.0441
H -1.8638 0.0173 -3.3017
H -0.4371 -0.3062 -3.6910
O 2.0602 3.0475 3.7219
H 1.5685 3.4607 3.0122
H 1.6429 2.1939 3.8377
O -2.6070 4.4354 3.1359
H -2.6111 5.3536 3.4062
H -2.4943 4.4654 2.1858
O -4.1781 -2.9296 2.9348
H -4.8250 -3.6322 2.8715
H -4.2576 -2.4548 2.1074
O 1.1443 -1.9095 0.6254
H 1.4728 -2.7860 0.4254
H 1.7268 -1.5859 1.3126
O 1.4131 4.2182 1.2584
H 1.6042 3.5586 0.5916
H 1.8614 5.0064 0.9516
O -1.0891 5.0336 0.7411
H -1.0410 5.8094 1.2998
H -0.2651 4.5728 0.8990
O 1.4686 5.3543 -2.1231
H 1.2747 4.4558 -1.8560
H 1.9543 5.7243 -1.3859
O 0.1034 -4.2650 -1.4660
H 0.2919 -3.5759 -2.1031
H 0.9280 -4.7434 -1.3790
O 2.0457 2.8828 -4.6180
H 2.6768 2.5859 -5.2736
H 1.2324 2.4327 -4.8467
O -1.4677 3.3944 -4.0248
H -1.5414 2.5147 -3.6547
H -0.5431 3.6206 -3.9238
O -4.2506 0.1649 2.6592
H -4.9108 -0.4707 2.9355
H -4.5665 1.0022 2.9991
O -0.9276 2.6066 4.7482
H -0.6144 1.9223 4.1567
H -1.5417 3.1172 4.2206
O 3.3006 1.5724 -2.2035
H 3.1127 2.2020 -2.8995
H 3.2968 0.7216 -2.6420
O -1.6432 -3.5335 3.3881
H -1.1041 -2.7609 3.2186
H -2.5410 -3.2372 3.2382
O 3.4081 1.0642 0.5905
H 3.2400 1.1399 -0.3487
H 4.2437 1.5124 0.7217
O -3.2824 0.6496 -1.8758
H -2.9807 1.3248 -1.2682
H -4.0755 1.0159 -2.2671
O -1.9006 0.9773 1.3683
H -2.1931 1.7485 0.8826
H -2.7002 0.4749 1.5249
O -1.8497 -3.6102 0.5161
H -1.2414 -4.1107 -0.0277
H -1.6116 -3.8382 1.4147
O -0.5861 -1.2175 2.6453
H -1.0681 -0.4524 2.3317
H -0.1010 -1.5259 1.8799
O -3.9359 -1.9135 -0.0022
H -3.5835 -1.2867 -0.6340
H -3.2487 -2.5733 0.0901
O -2.7935 3.1625 -0.5496
H -2.0718 3.6370 -0.1370
H -3.4828 3.8183 -0.6549
O 1.2547 0.5123 3.7806
H 0.6362 -0.2123 3.6875
H 2.0743 0.1764 3.4177
O 1.9666 -4.2414 3.5665
H 2.8843 -4.4588 3.7305
H 1.8766 -4.2831 2.6144
O -0.0290 0.1562 -0.5976
H -0.7118 0.3317 0.0499
H 0.4104 -0.6309 -0.2757
O 3.3127 -1.1140 -3.2349
H 4.1033 -1.2970 -3.7425
H 3.5421 -1.3560 -2.3377
O 2.1570 -4.5418 0.8437
H 2.5737 -4.5636 -0.0177
H 1.7157 -5.3879 0.9184
O 4.3557 -1.7270 -0.8036
H 5.2266 -1.5681 -0.4397
H 3.7645 -1.6461 -0.0551
O 1.1519 2.6051 -0.8971
H 2.0176 2.2940 -1.1616
H 0.5985 1.8245 -0.9216
O 0.5394 -2.1959 -3.5954
H 1.2507 -1.6740 -3.2240
H 0.9436 -2.6698 -4.3221
O 3.0194 -4.1995 -1.6239
H 3.7695 -3.6059 -1.5888
H 3.2243 -4.8032 -2.3379
```

Orbital gap, eV: 8.07
HOMO energy, eV: -9.27

Löwdin population analysis, charges in e, atoms 1 to 2:
1 O -0.0347
2 H 0.0105


two.
This record from OMol25 describes 34 unconnected molecules or ions with the total composition H68O34. The level of theory is the ωB97M-V functional and the def2-TZVPD basis.

Geometry as XYZ:
```
102
H68O34 the ωB97M-V functional and the def2-TZVPD basis
O -4.2204 -3.2797 0.7927
H -4.3505 -2.3433 0.9689
H -3.7377 -3.2587 -0.0355
O -2.1567 3.9537 -2.0430
H -1.9262 4.7901 -1.6161
H -1.4266 3.6214 -2.5469
O 3.9547 -3.3123 -3.3422
H 4.1017 -3.6382 -4.2430
H 4.2094 -2.4276 -3.3231
O 6.1117 -0.1524 -0.9990
H 6.3444 -0.9298 -0.4524
H 6.3166 0.6630 -0.4864
O 1.6116 -1.6305 3.2361
H 0.6067 -1.5711 3.0260
H 1.9091 -2.5871 3.3373
O -1.5837 4.1206 1.7787
H -2.4210 3.6991 1.6381
H -1.1899 3.6724 2.5569
O -5.2675 -0.5498 -1.6216
H -5.0625 0.3443 -1.8053
H -4.5888 -1.0266 -2.1129
O 1.3549 1.3435 3.0630
H 0.4357 1.2426 3.3854
H 1.8503 0.6158 3.4769
O -3.8926 -2.2222 -3.4764
H -4.3440 -2.2525 -4.3190
H -3.0099 -1.8975 -3.6737
O 0.6044 -5.5859 1.6089
H 0.0857 -5.9513 0.8479
H 0.9745 -4.7329 1.3698
O -0.9955 -1.9855 -2.9934
H -0.0772 -1.8221 -2.8451
H -1.0515 -2.9196 -2.8769
O -2.3231 1.5486 -0.2916
H -1.3786 1.3988 -0.3361
H -2.3243 2.3649 -0.8150
O -6.6033 -0.3391 0.6991
H -6.3977 -0.8848 -0.0371
H -7.3924 -0.6816 1.0903
O 3.1014 -0.8248 0.9907
H 2.7636 -0.9735 1.8958
H 4.0631 -0.6214 1.0502
O -4.0443 0.6801 1.7368
H -3.4793 0.8311 0.9617
H -4.8117 0.1598 1.4918
O 1.3064 -3.1565 0.7577
H 1.1588 -3.0791 -0.2083
H 1.9499 -2.4343 0.8510
O -0.8838 -1.1357 2.2437
H -1.2913 -2.0284 2.2786
H -0.6560 -1.0139 1.2909
O -1.3878 1.3209 3.6380
H -1.6830 0.4460 3.3389
H -2.1540 1.8901 3.5629
O -3.4346 -4.1277 -1.6238
H -3.8336 -4.9938 -1.4502
H -3.7846 -3.7948 -2.4580
O 1.6899 -2.4076 -1.9125
H 2.2425 -2.8248 -2.6125
H 2.1775 -1.5268 -1.7334
O 0.1371 2.6681 -3.1386
H 1.0920 2.5726 -2.9858
H -0.2447 1.8083 -3.1828
O 4.3369 -3.9054 1.0027
H 3.8078 -4.2714 0.2677
H 4.2334 -2.9511 0.7909
O 3.4309 2.7750 1.2957
H 2.9418 2.2679 1.9489
H 2.6889 3.2061 0.8350
O 6.0498 2.1191 0.5833
H 6.2089 2.9352 0.0285
H 5.1613 2.2747 0.8964
O -1.8757 0.7176 -3.0173
H -1.8386 -0.1264 -2.5222
H -2.3033 1.2900 -2.3651
O 3.1589 2.7272 -2.0820
H 3.1366 3.5867 -1.6029
H 3.7603 2.8925 -2.7973
O 0.9538 3.7763 0.0847
H 0.1368 4.0312 0.5976
H 0.7666 2.8017 -0.0079
O 3.2896 0.0372 -1.9667
H 4.1611 0.0035 -1.5412
H 3.0492 1.0064 -2.0371
O 2.6571 -4.2528 3.3702
H 3.2016 -4.3933 2.6031
H 1.8962 -4.8549 3.2593
O 2.9004 5.1806 -1.3239
H 2.8063 5.7409 -2.1183
H 2.0022 4.8593 -1.0628
O -4.1973 3.2367 2.1654
H -5.0564 3.5451 2.3828
H -4.2909 2.2453 2.0609
O 0.4665 0.9990 0.2810
H 1.2218 0.4886 -0.0898
H 0.7533 0.9862 1.2197
O -1.9091 6.2636 0.1572
H -2.7614 6.6601 0.2525
H -1.8064 5.6850 0.9682
O -1.8383 -3.8864 2.2617
H -1.3519 -4.6552 2.0410
H -2.6919 -3.8723 1.8130
```

Orbital gap, eV: 10.61
HOMO energy, eV: -10.77

Löwdin population analysis, charges in e, atoms 1 to 2:
1 O -0.0492
2 H 0.0358


three.
This record from OMol25 describes 34 unconnected molecules or ions with the total composition H68O34. The level of theory is the ωB97M-V functional and the def2-TZVPD basis.

Geometry as XYZ:
```
102
H68O34 the ωB97M-V functional and the def2-TZVPD basis
O 10.5944 4.3516 13.3976
H 10.4380 4.1287 14.3153
H 9.9312 5.0113 13.1945
O 8.4987 5.7831 17.4070
H 9.0976 6.5247 17.3201
H 7.8116 5.9527 16.7625
O 10.6117 7.2041 8.4572
H 11.2076 7.7405 7.9343
H 10.6883 6.3262 8.0833
O 15.3021 5.6943 17.4495
H 15.0175 4.9193 17.9338
H 15.3265 5.4107 16.5356
O 9.9396 3.3463 9.1690
H 9.1392 2.8217 9.1503
H 9.7069 4.1555 8.7136
O 10.4678 7.4380 16.4294
H 10.3247 8.3840 16.4581
H 11.1625 7.3199 15.7816
O 17.6433 6.3674 10.6444
H 17.4345 7.2768 10.4307
H 16.8356 6.0179 11.0210
O 11.4915 1.9255 16.7954
H 12.3179 2.3301 16.5316
H 10.8627 2.2092 16.1317
O 8.9107 10.8052 11.6573
H 9.5025 10.2681 11.1304
H 8.1891 10.2176 11.8816
O 13.4924 7.7447 18.2310
H 13.9063 6.9104 18.0098
H 13.2379 8.1175 17.3869
O 13.1275 5.5926 7.4376
H 13.2312 5.9992 6.5773
H 13.5292 6.2127 8.0461
O 11.9872 2.3202 12.6400
H 12.6178 2.2425 13.3558
H 11.4574 3.0839 12.8687
O 9.7063 3.7432 15.9499
H 9.5204 4.5282 16.4652
H 9.0035 3.1346 16.1776
O 9.9439 8.0547 11.1198
H 10.6680 7.6902 11.6287
H 10.2015 7.9229 10.2074
O 8.7509 6.3760 13.2386
H 8.6858 7.2216 13.6824
H 8.4809 6.5562 12.3381
O 6.7071 5.8037 15.3234
H 7.0113 5.9095 14.4220
H 6.1306 6.5532 15.4716
O 7.5083 1.9029 12.4032
H 8.1985 2.4754 12.7378
H 7.6556 1.8767 11.4578
O 7.1956 8.7282 13.0764
H 6.7176 7.9262 12.8652
H 6.5226 9.3340 13.3865
O 12.3320 8.2170 14.6189
H 13.0771 8.5365 15.1278
H 11.8972 9.0102 14.3060
O 14.2777 9.3791 16.1375
H 15.1871 9.0885 16.2069
H 14.1571 9.9697 16.8811
O 13.9502 8.0040 9.0337
H 14.1257 8.4645 9.8542
H 13.9397 8.6929 8.3693
O 15.5433 4.7701 14.8714
H 15.4969 5.5824 14.3672
H 16.0936 4.1913 14.3438
O 10.7701 10.3493 13.7222
H 10.8691 11.2517 14.0258
H 10.2800 10.4238 12.9034
O 8.2513 10.0100 15.9459
H 7.5239 10.2341 15.3655
H 9.0099 9.9449 15.3659
O 16.5040 3.3550 12.6876
H 15.8277 3.5227 12.0313
H 16.2494 2.5235 13.0876
O 11.9726 6.5211 12.4632
H 11.3646 5.9907 12.9782
H 12.4171 7.0710 13.1084
O 16.7757 8.1704 13.4107
H 17.0140 8.8891 13.9963
H 16.4013 8.6011 12.6422
O 7.2759 7.5256 10.0515
H 7.3409 6.6539 9.6615
H 8.1648 7.8773 10.0025
O 13.5021 2.7521 15.0881
H 13.9232 3.5414 14.7475
H 13.9542 2.5758 15.9131
O 11.2007 1.3825 10.2486
H 11.2932 1.8130 11.0985
H 10.7221 2.0134 9.7108
O 14.2034 9.4521 11.5589
H 14.9250 9.9817 11.2197
H 13.5448 10.0907 11.8322
O 14.1686 5.8397 10.6089
H 13.4393 5.9061 11.2252
H 14.0932 6.6220 10.0625
O 14.0320 11.2103 14.0689
H 14.9224 10.8967 14.2275
H 13.4756 10.6204 14.5775
O 14.3645 3.7399 9.1040
H 13.7702 3.9198 8.3756
H 14.1779 4.4290 9.7417
```

Orbital gap, eV: 8.12
HOMO energy, eV: -9.19

Löwdin population analysis, charges in e, atoms 1 to 2:
1 O -0.0445
2 H 0.0244


four.
This record from OMol25 describes 34 unconnected molecules or ions with the total composition H68O34. The level of theory is the ωB97M-V functional and the def2-TZVPD basis.

Geometry as XYZ:
```
102
H68O34 the ωB97M-V functional and the def2-TZVPD basis
O -1.8575 -1.5837 0.8794
H -2.6695 -1.8759 0.4653
H -1.5404 -2.3518 1.3544
O 4.9536 -1.9012 -2.9324
H 4.2239 -1.3488 -2.6519
H 5.7255 -1.5003 -2.5327
O -4.7990 3.7656 -1.1031
H -4.6463 4.3249 -1.8647
H -4.4166 2.9219 -1.3443
O 0.4856 -3.2655 -0.3691
H 1.1387 -3.7165 -0.9041
H 0.9713 -2.5603 0.0586
O 2.2186 -1.0344 5.2652
H 3.0696 -0.6649 5.5007
H 1.7572 -0.3168 4.8312
O -1.7663 -3.7479 -1.6900
H -1.0478 -3.4433 -1.1358
H -2.0616 -2.9637 -2.1527
O -3.1173 -0.1618 2.7348
H -3.8109 -0.6598 3.1675
H -2.7248 -0.7815 2.1198
O 3.4888 4.9530 -0.6890
H 4.1246 4.2987 -0.3995
H 3.0481 4.5458 -1.4348
O -1.5632 1.7708 3.5375
H -2.1200 1.0541 3.2331
H -2.0398 2.5646 3.2948
O -4.3598 -2.1739 0.6075
H -4.2917 -3.1271 0.6617
H -4.8243 -1.9208 1.4053
O -2.2987 -1.4475 -3.6271
H -1.4196 -1.0930 -3.4940
H -2.1823 -2.1399 -4.2778
O 1.2220 -2.9834 -4.7427
H 1.0157 -2.2317 -4.1871
H 0.4606 -3.0745 -5.3156
O -0.4645 3.8781 -1.1534
H -0.3872 4.4641 -0.4005
H -0.9238 3.1101 -0.8135
O -1.8112 -3.8280 2.4333
H -2.3091 -3.9982 1.6337
H -2.0594 -4.5373 3.0262
O -3.9861 0.4220 -2.7161
H -4.8404 0.1529 -2.3784
H -3.6896 -0.3226 -3.2395
O -3.4648 -4.6734 0.2660
H -4.1817 -5.2335 -0.0316
H -3.0019 -4.4299 -0.5357
O 0.1803 4.6803 1.4002
H 0.4234 5.5955 1.5401
H -0.3860 4.4664 2.1418
O -2.5578 2.3681 -4.5906
H -2.9044 2.0636 -5.4293
H -2.9124 1.7543 -3.9473
O 5.2004 3.1008 0.2822
H 5.2157 2.1504 0.1699
H 5.7657 3.2624 1.0376
O 2.3876 2.6027 2.4430
H 1.7475 3.0591 1.8969
H 3.2021 2.6418 1.9416
O 2.1590 -1.0855 0.7465
H 1.9889 -0.6969 1.6045
H 2.8421 -1.7361 0.9087
O 3.9199 1.2952 -2.7974
H 3.6985 1.4263 -3.7193
H 3.3571 1.9091 -2.3257
O 0.2073 -0.9793 -2.6183
H 0.0481 -1.4091 -1.7779
H 0.5913 -0.1337 -2.3865
O -0.2812 0.3774 -0.1662
H -0.5548 -0.2737 0.4799
H 0.6750 0.3336 -0.1610
O 4.1265 -0.9941 3.0313
H 4.4684 -0.1726 3.3840
H 4.1511 -1.6015 3.7707
O 0.6635 0.4225 2.5683
H -0.1874 0.6974 2.9099
H 1.1924 1.2203 2.5715
O 5.1766 0.3770 -0.5051
H 6.0616 0.2412 -0.8436
H 4.6619 0.6269 -1.2724
O -2.3874 -2.3943 4.6661
H -1.8461 -2.8211 4.0019
H -1.7589 -2.0084 5.2762
O 1.9463 3.4195 -2.3600
H 1.0675 3.5435 -2.0015
H 1.9628 3.9625 -3.1481
O -2.4585 1.6862 -0.8882
H -1.7044 1.2234 -0.5231
H -3.0294 0.9923 -1.2181
O -1.4184 4.5895 -3.7263
H -1.2704 4.2327 -2.8505
H -1.8024 3.8643 -4.2192
O 3.4266 -3.5154 0.9334
H 3.2291 -4.4055 0.6420
H 3.2869 -3.5363 1.8801
O -3.8504 2.1315 1.7702
H -3.6353 1.3979 2.3462
H -3.5094 1.8726 0.9141
O 1.0156 -4.5793 2.6895
H 1.1124 -3.6625 2.4319
H 0.0695 -4.7168 2.7366
```

Orbital gap, eV: 9.41
HOMO energy, eV: -9.77

Löwdin population analysis, charges in e, atoms 1 to 2:
1 O -0.0321
2 H 0.0115


Top of the stability list: two, leading by 0.0961 hartree.


one.
This record from OMol25 describes 2 unconnected molecules or ions with the total composition C11H15N. The level of theory is the ωB97M-V functional and the def2-TZVPD basis.

Geometry as XYZ:
```
27
C11H15N the ωB97M-V functional and the def2-TZVPD basis
C -1.4442 -0.2059 2.2459
C -0.0113 -0.6701 2.1841
C 0.6808 -1.2988 3.1736
N 2.0362 -1.3487 2.8245
C 2.2276 -0.7081 1.6401
C 3.3452 -0.2885 0.9025
C 3.2184 0.2962 -0.3341
C 1.9303 0.5381 -0.8549
C 0.8399 0.3575 -0.0334
C 0.9530 -0.2945 1.1948
H -2.0729 -0.9320 2.7240
H -1.7490 -0.1510 1.2003
H -1.6409 0.7169 2.7888
H 0.5340 -1.5495 4.2115
H 2.7574 -1.6825 3.4365
H 4.2816 -0.5911 1.3608
H 4.1311 0.3473 -0.8995
H 1.8013 1.0475 -1.7974
H -0.1164 0.7862 -0.3115
C -2.2848 0.8945 -3.8151
C -3.0867 0.4739 -2.5801
H -3.0139 1.2841 -4.5305
H -1.6713 1.7793 -3.6435
H -1.7556 0.0883 -4.2967
H -4.0438 0.0343 -2.8625
H -3.2392 1.3618 -1.9698
H -2.6069 -0.2857 -1.9583
```

Structure (SMILES): Cc1c[nH]c2ccccc12.CC
Orbital gap, eV: 8.83
HOMO energy, eV: -7.87

Löwdin population analysis, charges in e, atoms 1 to 2:
1 C -0.0389
2 C -0.2229


two.
This record from OMol25 describes 2 unconnected molecules or ions with the total composition C11H15N. The level of theory is the ωB97M-V functional and the def2-TZVPD basis.

Geometry as XYZ:
```
27
C11H15N the ωB97M-V functional and the def2-TZVPD basis
C 1.9532 1.9175 1.0978
C 1.1430 1.2122 0.0496
C 0.4869 1.5875 -1.0629
N -0.0819 0.4984 -1.7095
C 0.1273 -0.6318 -0.9607
C -0.2721 -1.9518 -1.1205
C 0.2522 -2.8629 -0.2040
C 1.0172 -2.4929 0.8946
C 1.3822 -1.1546 1.0622
C 0.9675 -0.2404 0.1077
H 2.9958 1.8938 0.7708
H 1.8042 1.4500 2.0561
H 1.6842 2.9755 1.1338
H 0.1814 2.5001 -1.5127
H -0.6193 0.5793 -2.5509
H -1.1135 -2.2625 -1.7277
H 0.0089 -3.8947 -0.3301
H 1.4593 -3.2503 1.5255
H 1.8745 -0.9019 1.9844
C -3.1452 0.7108 0.4388
C -2.3993 1.9674 0.8703
H -2.4091 -0.0413 0.1153
H -3.9120 0.2921 1.0808
H -3.5468 0.8772 -0.5593
H -1.9345 2.4605 0.0258
H -1.5363 1.7900 1.5194
H -3.0923 2.6521 1.3519
```

Structure (SMILES): Cc1c[nH]c2ccccc12.CC
Orbital gap, eV: 8.78
HOMO energy, eV: -7.87

Löwdin population analysis, charges in e, atoms 1 to 2:
1 C -0.0390
2 C -0.2253


Top of the stability list: two, leading by 0.0039 hartree.